1.
The following is a DFT calculation (wB97M-V/def2-TZVPD) of C39H24Br2F19N6O5Ti as an isolated structure.

- Total charge: -2
- 2S+1: 2
- Calculated total energy: -274849.1742 eV

Structure (XYZ):
```
96
Properties=species:S:1:pos:R:3:forces:R:3
Ti 0.469880 -0.678351 0.928839 1.0 2.4 2.4
C -2.853868 -1.079038 -2.166943 0.1 0.1 0.0
N -1.391930 0.938948 -1.742519 -0.1 0.1 0.1
C -0.986997 1.088931 -3.174367 0.1 -0.1 -0.1
C 0.287764 1.870239 -3.461147 0.3 0.2 0.2
N 1.419773 1.326519 -2.758928 0.1 -0.2 -0.4
C 2.648444 1.700649 -3.062463 0.0 0.1 -0.2
C 3.130792 2.612301 -4.058362 -0.1 -0.1 0.2
F 2.259236 3.338227 -4.816001 -0.1 -0.1 0.0
C 4.470914 2.833398 -4.304031 0.1 0.0 0.0
F 4.834282 3.689133 -5.283800 0.0 0.0 0.0
C 5.455465 2.203057 -3.572254 0.1 0.1 0.0
F 6.771062 2.402333 -3.847268 -0.1 0.0 0.0
C 5.055672 1.349831 -2.551343 0.0 0.0 0.0
F 6.000166 0.745274 -1.803798 -0.1 0.0 0.0
C 3.726143 1.128159 -2.302012 -0.1 -0.1 0.0
F 3.398423 0.315994 -1.273356 0.0 0.1 -0.3
C -1.209102 2.211854 -0.987502 0.1 0.2 0.1
C 0.137669 2.205244 -0.251377 -0.1 -0.2 0.3
N 0.065791 1.405494 0.968260 -0.1 0.7 -0.2
C -0.488865 1.935745 2.069523 0.0 0.1 0.0
C -0.999741 3.239610 2.297132 0.0 -0.1 0.0
F -1.051248 4.165875 1.305977 0.0 0.0 0.0
C -1.493007 3.653060 3.521953 0.0 0.0 0.0
F -1.943658 4.914736 3.649319 0.0 0.0 0.0
C -1.535497 2.813217 4.613751 0.0 0.0 0.0
F -2.004779 3.235520 5.807805 0.0 0.0 0.0
C -1.078512 1.516204 4.442134 0.0 0.0 0.0
F -1.103723 0.658036 5.472135 0.0 0.0 0.0
C -0.597346 1.124087 3.225241 0.2 0.0 0.0
F -0.154735 -0.165277 3.108164 -0.1 0.2 0.1
H -3.869236 -1.466812 -2.086556 0.0 0.0 0.0
H -2.192310 -1.724078 -1.586955 0.0 0.0 0.0
H -2.577274 -1.091125 -3.221033 0.0 0.0 0.0
H -1.827111 1.579575 -3.658280 -0.1 -0.1 -0.1
H -0.862124 0.084422 -3.573572 0.0 0.0 0.0
H 0.130822 2.934359 -3.219369 0.0 0.0 -0.2
H 0.384098 1.808758 -4.553134 0.0 0.1 -0.1
H -2.014675 2.286300 -0.259958 -0.1 0.0 -0.1
H -1.306676 3.034793 -1.694888 0.0 0.0 0.1
H 0.451189 3.230563 -0.060536 0.0 0.1 0.0
H 0.884086 1.743644 -0.903609 -0.1 0.2 0.1
F 2.424920 2.463463 2.146695 0.0 0.0 0.0
C 3.533060 1.735573 2.132390 0.0 0.0 -0.1
F 4.110585 1.886073 0.935902 0.0 0.0 0.1
F 4.371346 2.266287 3.051755 0.0 0.0 0.0
C 3.239331 0.222815 2.421077 0.3 -0.1 0.2
O 2.210159 -0.252698 1.729436 0.7 0.0 0.1
C 4.550651 -0.563832 2.057317 0.0 -0.1 -0.2
F 5.679181 0.043696 2.452324 0.0 0.0 0.1
F 4.549186 -1.787223 2.632398 0.0 0.0 0.1
F 4.645598 -0.750973 0.740827 0.0 -0.1 0.2
C 3.012730 0.052690 3.970606 -0.1 0.0 -0.1
F 2.413967 -1.112460 4.220377 0.0 0.0 0.0
F 2.233792 1.025305 4.458921 -0.1 0.0 0.0
F 4.155270 0.070138 4.685693 0.0 0.0 0.0
Br -6.984229 2.239348 -0.136928 0.0 0.0 0.0
C -5.297836 1.501773 -0.650500 -0.2 0.1 0.1
C -4.822795 1.685321 -1.950974 0.2 -0.1 0.0
N -3.718602 1.178345 -2.415670 0.1 0.1 -0.1
C -2.897783 0.337471 -1.589880 -0.1 -0.1 0.2
C -3.289933 0.296405 -0.124502 0.3 0.2 -0.1
C -4.495161 0.837186 0.259217 0.1 0.0 -0.1
C -2.464826 -0.305382 0.925672 -0.4 -0.1 0.2
O -2.826194 -0.363170 2.097930 0.0 -0.2 -0.1
O -1.291607 -0.791939 0.551146 -2.5 -0.5 -0.4
H -5.391401 2.297861 -2.648861 0.0 0.0 0.0
H -0.778908 0.248752 -1.302630 0.0 -0.1 0.0
H -4.780413 0.734170 1.298210 0.0 0.0 0.0
N 2.700990 -3.085183 0.795488 -0.1 0.0 0.0
C 1.803380 -3.294744 1.794517 -0.2 -0.2 -0.2
C 2.030529 -4.313441 2.734887 0.0 -0.1 0.1
C 1.023218 -4.666517 3.597654 0.1 0.1 -0.2
C -0.200082 -4.004152 3.515724 -0.1 -0.1 0.1
C -0.325842 -2.972697 2.616786 0.0 0.1 0.0
N 0.661517 -2.578670 1.793448 0.6 -1.6 0.7
H 3.636884 -3.417753 0.937584 0.0 0.1 0.0
H 2.612726 -2.243377 0.245489 0.1 0.1 0.0
H 2.988189 -4.817801 2.751019 0.0 0.0 0.0
H 1.177315 -5.463521 4.314442 0.0 0.0 0.0
H -1.028446 -4.270169 4.156463 0.0 0.0 0.0
H -1.245633 -2.403654 2.543215 0.0 0.1 0.0
Br 2.227174 -3.788776 -7.029582 0.0 0.0 0.0
C 1.680804 -3.327881 -5.263463 0.0 0.0 0.1
C 0.860421 -4.204657 -4.568595 0.0 0.0 -0.1
C 0.458273 -3.865641 -3.288917 0.0 0.1 0.2
C 0.875570 -2.670398 -2.708816 0.2 0.0 -0.4
C 1.694439 -1.805998 -3.426838 0.0 0.0 0.2
C 2.101354 -2.130238 -4.712959 0.0 -0.1 -0.1
C 0.425691 -2.336754 -1.321499 0.0 0.0 0.3
O -0.361520 -3.072642 -0.747047 0.1 -0.1 -0.3
O 0.924975 -1.237937 -0.803720 0.4 -1.1 -2.4
H 0.540985 -5.130507 -5.027349 0.0 0.0 0.0
H -0.185517 -4.514035 -2.708937 0.0 0.0 0.0
H 1.970177 -0.861279 -2.975631 0.0 0.1 0.0
H 2.730012 -1.456319 -5.279818 0.0 0.0 0.0
```
Forces are in eV/Å.

2.
The following is a DFT calculation (wB97M-V/def2-TZVPD) of a 11-piece molecular cluster, C5H33N2O11 overall.

- Total charge: +1
- 2S+1: 1
- Calculated total energy: -31213.6386 eV

Structure (XYZ):
```
51
Properties=species:S:1:pos:R:3:forces:R:3
C -1.528520 0.387481 0.617200 0.4 -2.0 -4.4
O -1.976383 0.924677 -0.663577 0.8 2.3 1.3
C -0.206763 -0.379826 0.358592 0.4 -0.6 -0.2
C 0.208937 -0.850942 1.712006 -0.6 -1.7 1.8
C 1.488539 -1.749109 1.848798 -0.2 1.6 -1.5
C 1.627021 -0.858057 4.034104 2.1 -0.4 -3.9
N 2.260094 -1.194790 2.902513 0.4 2.7 4.6
N 0.898073 0.588228 -0.053431 -3.5 1.6 -2.8
H -2.365223 -0.194129 0.975755 0.6 -0.5 0.6
H -1.196644 1.088465 1.305351 -0.3 2.2 1.0
H -2.173608 0.243370 -1.318240 -0.2 -0.9 0.4
H -0.175489 -1.195609 -0.423674 -0.5 1.0 0.9
H 0.487890 0.071067 2.336597 -1.0 -1.5 -0.9
H -0.686272 -1.467337 2.173097 1.6 1.6 -0.7
H 1.331518 -2.756916 2.004622 -1.2 -2.3 0.7
H 2.044896 -1.834269 0.873540 -0.2 0.8 1.0
H 1.774999 -0.055061 4.780306 1.6 -0.9 -0.4
H 0.654368 -1.191543 4.124898 -2.3 -0.9 0.3
H 0.702254 1.177406 -0.930882 0.4 -1.9 0.9
H 0.947407 1.377509 0.542537 0.4 0.7 1.6
H 1.792240 0.198089 -0.144388 2.1 -0.8 0.0
H 0.452508 2.342197 -2.227832 2.7 1.2 -1.6
H 1.839221 3.011218 -2.848426 0.3 2.2 -2.1
O 1.483332 2.388119 -2.284867 -3.5 -3.2 3.3
H 2.374326 2.539973 3.052392 -2.9 -2.6 -2.4
H 0.868198 2.093691 2.316645 1.2 0.6 0.6
O 1.804739 1.828377 2.442440 1.9 2.4 2.6
H 0.033640 3.640778 -0.027327 0.3 -1.0 2.6
H -0.189413 3.803211 1.483643 -2.1 3.7 3.3
O 0.151363 3.223011 0.909460 1.4 -2.2 -6.2
H -1.759747 -3.728329 -1.430775 1.0 -0.5 -0.2
H -0.153455 -3.510209 -1.222148 0.4 -0.8 -0.6
O -1.036476 -3.266524 -0.984546 -1.3 1.0 0.8
H -4.316439 0.518808 0.258350 0.0 -1.4 0.2
H -4.999928 -0.862446 0.530173 -1.3 -0.3 0.3
O -4.163418 -0.449654 0.420864 0.4 1.6 -0.5
H 3.745540 0.164784 1.397416 0.1 -0.3 0.1
H 3.138907 1.491315 1.190040 -0.5 0.9 0.5
O 3.583456 0.814936 0.703472 0.6 -1.0 -0.7
H -2.140151 -1.822806 -1.398391 1.3 -1.8 1.7
H -3.561043 -1.255095 -1.575576 -3.9 -0.2 2.0
O -2.716938 -1.284100 -1.870175 2.6 1.8 -4.1
H -2.277903 -0.746142 -4.464355 -1.1 -0.3 -0.7
H -1.107629 -0.454658 -3.792887 1.4 0.0 1.4
O -1.424375 -0.378373 -4.670161 -0.4 0.4 -0.6
H 3.042607 -3.651092 -1.580299 -0.4 1.4 1.7
H 3.527029 -2.940126 -0.225448 -0.9 -0.3 -1.0
O 2.748131 -3.033864 -0.832437 1.3 -1.1 -0.9
H -1.893929 2.517563 -2.731400 -0.8 -0.2 1.1
H -1.507382 1.919751 -4.065121 0.1 1.1 0.4
O -1.454127 2.756993 -3.528447 0.7 -1.1 -1.4
```
Forces are in eV/Å.

3.
The following is a DFT calculation (wB97M-V/def2-TZVPD) of C9H19BeF6N3O9S4 as an isolated structure.

- Total charge: -2
- 2S+1: 1
- Calculated total energy: -92577.8942 eV

Structure (XYZ):
```
51
Properties=species:S:1:pos:R:3:forces:R:3
Be 0.078823 1.509152 -0.564615 -1.7 0.0 -4.5
F -0.393237 1.045972 -2.972915 0.7 0.0 2.7
F -2.371377 1.845422 -0.940345 2.2 -0.3 1.5
N 1.402783 3.402742 -1.066475 -2.9 -0.4 -2.0
S 0.942173 4.104892 -2.568855 -5.1 -2.0 -5.5
O 1.242923 3.291222 -3.736635 0.3 1.3 2.5
O 0.945323 5.544782 -2.791755 0.5 -1.7 1.4
F -0.603897 3.783922 -2.303085 0.9 0.5 0.2
S 2.667643 4.232802 -1.080725 7.6 3.1 3.3
O 2.553793 5.587992 -0.552615 -0.1 -1.6 -0.6
O 3.577943 4.037612 -2.200135 -1.6 0.4 1.1
F 3.453703 3.509872 0.113045 -0.3 -0.4 0.1
N 2.713543 -0.038808 -4.053045 -0.3 2.5 5.6
S 3.367003 0.052062 -2.390115 -0.9 4.0 1.8
O 4.346523 -0.792598 -1.711665 -1.3 0.7 -1.8
O 2.264423 0.455382 -1.528165 0.6 -0.4 -0.6
F 4.201093 1.429952 -2.691215 -0.8 -1.6 0.5
S 3.535993 -1.234658 -4.340145 3.6 -7.7 -4.8
O 3.216123 -2.544088 -3.700085 0.4 2.7 -0.9
O 4.966753 -1.045658 -4.640955 -1.9 -0.1 0.7
F 2.886143 -1.394508 -5.822465 0.3 -0.4 0.0
C -1.002847 1.377182 2.826975 0.0 -1.6 -2.0
C -1.442627 -0.133168 2.554245 -0.2 -1.2 2.1
C -3.053347 -0.262428 2.521045 2.6 0.3 -1.5
C -3.507827 -1.611628 2.029715 0.2 -0.8 0.2
C -2.766187 -2.077778 0.760115 -0.5 2.7 -0.8
C -1.202727 -1.981648 0.755705 -2.5 -0.9 -1.0
N -0.844817 -0.700648 1.334935 -2.2 1.7 -1.3
O 0.497863 -0.337828 1.082585 -0.7 -0.2 0.5
C -0.757697 -3.258668 1.375865 1.5 -1.3 1.0
C -0.773967 -2.120008 -0.693425 0.2 1.0 -2.4
C -0.961417 -1.037368 3.744425 -0.1 1.0 1.4
H -1.321217 1.991902 1.985045 -0.5 0.0 -0.3
H 0.080623 1.367792 2.708215 0.1 0.3 0.9
H -1.418067 1.861772 3.710645 0.3 -0.6 0.2
H -3.546537 -0.009108 3.459485 0.4 0.2 0.1
H -3.310307 0.419762 1.710685 -0.3 0.5 0.2
H -4.565657 -1.409218 1.861985 -0.2 -0.7 -0.5
H -3.451337 -2.372418 2.808245 0.0 -0.1 0.3
H -2.992747 -1.294818 0.036425 -0.4 0.2 -0.3
H -3.178117 -2.968398 0.285575 0.4 -0.4 0.4
H -0.609717 -4.037098 0.627355 0.1 0.2 -0.2
H 0.237323 -3.086708 1.786325 0.1 -0.6 0.7
H -1.470887 -3.738008 2.046445 0.3 0.5 0.7
H -1.029497 -3.062318 -1.178025 -0.2 -0.4 0.7
H -1.224237 -1.432868 -1.409795 -0.4 0.8 0.4
H 0.263323 -1.972318 -0.993955 0.5 -0.1 0.9
H 0.091493 -1.264498 3.911395 0.5 0.3 -0.9
H -1.430707 -2.010448 3.889275 -0.5 0.1 -0.5
H -1.158697 -0.441698 4.635685 -0.4 -0.1 0.4
H 0.856373 -1.180798 1.369745 1.8 0.2 -0.3
```
Forces are in eV/Å.

4.
The following is a DFT calculation (wB97M-V/def2-TZVPD) of C7H22ClI2N2P2STc as an isolated structure.

- Total charge: +3
- 2S+1: 4
- Calculated total energy: -70897.7106 eV

Structure (XYZ):
```
38
Properties=species:S:1:pos:R:3:forces:R:3
I 1.474625 -2.123095 -1.929915 -2.0 0.5 -1.0
I 0.816163 0.789256 1.847938 -0.8 0.6 0.3
Tc -2.757797 0.625746 -1.012611 1.4 0.4 0.3
P -0.138823 1.963621 -1.326234 0.6 2.3 -0.6
C 1.743308 1.921083 -1.454327 -0.3 -0.8 0.1
C -0.336937 2.567436 -3.029552 -0.6 -0.3 -0.4
H 0.257687 3.474371 -3.236802 -0.2 -0.5 0.2
H 0.299173 4.389007 -1.008802 -0.4 -0.7 0.3
H -1.378369 2.775679 -3.228274 -0.4 0.2 -0.1
H -1.164588 3.822152 -0.104225 0.0 0.3 -0.1
H 1.987608 0.949547 -1.897607 0.5 0.4 0.1
H -0.067463 1.745154 -3.691711 0.2 0.1 -0.2
C -0.150242 3.565022 -0.406186 -0.3 0.0 0.5
H 2.042644 2.716178 -2.172019 -0.3 -0.4 0.7
H 0.427305 3.471244 0.527160 -0.1 0.1 -0.4
H 2.201518 2.060349 -0.455407 -0.1 -0.1 -0.8
P -1.896435 -1.165631 0.728880 -1.6 -2.0 1.7
C -0.713307 -2.473843 1.418095 0.4 0.3 -0.6
C -2.539652 -0.733022 2.414120 -0.1 0.4 0.1
H -4.018654 -1.952110 -0.153892 -0.3 -0.1 0.1
H -3.395956 -3.109259 1.078905 0.2 0.5 -0.6
H -2.687164 -2.990878 -0.601473 -0.2 -0.3 0.2
C -3.126732 -2.438849 0.234859 -0.1 0.2 -0.4
H -3.234434 0.106252 2.345524 -0.2 -0.2 0.2
H -3.023739 -1.620146 2.905070 0.4 0.8 -0.7
H -1.320451 -3.328495 1.783631 0.2 0.8 -0.1
H -0.086698 -2.061001 2.226569 -0.2 -0.3 -0.4
H -1.703797 -0.401465 3.051243 -0.3 -0.2 -0.2
H -0.119207 -2.841841 0.580737 0.1 -0.3 0.3
Cl -4.680631 1.487282 -1.722382 0.9 -0.4 0.3
N 3.801129 -2.183319 -0.061816 -1.1 -0.3 -1.4
C 3.147231 -1.319212 0.681270 1.3 0.0 1.1
N 3.538107 -0.784732 1.830805 -1.3 0.5 -0.3
S 1.522376 -0.748997 0.126683 1.4 -1.1 -0.5
H 4.719246 -2.616339 0.078820 -0.3 0.5 0.5
H 3.289125 -2.494308 -0.970078 1.8 0.5 2.2
H 2.874007 -0.106191 2.271678 1.4 -1.0 -0.3
H 4.399823 -0.936644 2.331327 0.4 -0.4 -0.2
```
Forces are in eV/Å.

Largest force on an atom: 3.546; 6.706; 9.733; 3.086 (eV/A)